Entry 1:
C3H6N4S | wB97M-V/def2-TZVPD

```
14
Properties=species:S:1:pos:R:3:nbo_charge:R:1
S 1.78 2.67 -0.90 0.0304
N -0.79 -1.80 -0.94 -0.8030
N -0.35 -0.11 0.63 -0.2453
N 0.28 1.09 0.72 -0.2461
N 0.58 0.20 -1.27 -0.6080
C -0.24 -0.70 -0.60 0.5449
C 0.85 1.26 -0.43 0.1680
C -1.19 -0.61 1.70 -0.4074
H 2.98 2.10 -0.67 0.1380
H -0.55 -2.09 -1.89 0.3453
H -2.21 -0.18 1.62 0.2000
H -1.24 -1.67 1.61 0.2362
H -0.74 -0.31 2.67 0.2183
H 0.84 0.14 -2.26 0.4287
```

As for the SMILES: [H]/N=c1\[nH]c(S)nn1C. Its charge is 0. As for the spin multiplicity: 1. The value obtained for the HOMO-LUMO gap is 0.31756 Eh.



Entry 2:
C4H5NO2S | wB97M-V/def2-TZVPD

```
13
Properties=species:S:1:pos:R:3:nbo_charge:R:1
S -0.97 -1.62 -0.79 0.5403
O -3.20 -0.49 0.02 -0.4751
O -2.17 1.95 0.41 -0.5897
N -2.04 -0.24 -0.69 -0.1229
C 0.08 1.30 -0.11 -0.3546
C 0.90 0.25 -0.12 -0.3013
C 0.59 -1.20 -0.04 -0.6113
C -1.37 1.17 0.05 0.4600
H 0.55 2.30 -0.10 0.2389
H 1.95 0.57 -0.11 0.2101
H -3.50 0.28 0.42 0.5004
H 0.65 -1.53 1.06 0.2416
H 1.43 -1.84 -0.63 0.2638
```

Its expectation value of S² is 2.023. Its charge is 0. As for the spin multiplicity: 3. The value obtained for the HOMO-LUMO gap (alpha / beta) is 0.22421 / 0.25454 Eh.



Entry 3:
C3H3ClN2OS | wB97M-V/def2-TZVPD

```
11
Properties=species:S:1:pos:R:3:nbo_charge:R:1
Cl -2.22 -1.36 -2.70 -0.4336
S -3.14 1.58 0.20 1.3337
O -3.93 1.50 -1.00 -0.7629
N -0.82 1.28 1.33 -0.3870
N -0.86 0.48 -0.82 -0.4501
C 0.28 0.24 -0.23 0.0655
C 0.37 0.74 1.10 -0.0170
C -1.53 1.11 0.19 -0.0846
H 1.00 -0.22 -0.70 0.1942
H 1.23 0.67 1.69 0.2207
H -1.48 -0.46 -1.90 0.3210
```

Its charge is 0. As for the spin multiplicity: 1. The value obtained for the HOMO-LUMO gap is 0.27422 Eh.



Entry 4:
C6H30NO9 | wB97M-V/def2-TZVPD

```
46
Properties=species:S:1:pos:R:3:nbo_charge:R:1
O -0.66 4.13 2.09 -0.9951
O 0.27 1.82 3.24 -0.9782
O -0.92 -0.16 0.14 -0.8658
O 0.93 4.15 -0.07 -0.9411
O -2.58 4.14 -0.22 -0.9469
O 3.33 4.07 0.81 -0.9848
O 3.29 -2.52 2.54 -0.9523
O -1.83 1.92 1.27 -1.1848
O -3.36 -1.18 0.39 -0.9876
N 0.91 -1.49 0.44 -0.7169
C 0.41 -0.06 0.23 0.1242
C -0.20 -3.72 -1.47 -0.4036
C -0.83 -2.21 -3.47 -0.6218
C -1.15 -2.74 -2.00 -0.4509
C 1.28 -3.42 -1.32 -0.4308
C 1.72 -2.04 -0.75 -0.2134
H 1.87 -3.23 -2.22 0.2085
H -2.29 3.55 0.35 0.4750
H -0.21 1.87 2.45 0.5019
H 2.35 -2.35 2.33 0.4879
H 2.73 -1.91 -0.45 0.2042
H -1.77 -2.16 -3.97 0.2075
H -3.79 -0.35 0.03 0.4479
H -2.04 4.67 -0.61 0.4580
H 0.23 1.05 3.72 0.4713
H 0.11 -2.21 0.56 0.3732
H 1.41 -1.33 -1.68 0.1458
H 2.46 4.15 0.41 0.4797
H 0.99 3.80 -0.86 0.4599
H 0.72 0.51 1.19 0.1373
H -2.19 -3.15 -1.78 0.2260
H -0.16 -4.62 -2.10 0.2003
H -0.65 -4.22 -0.44 0.1948
H -2.82 1.81 1.17 0.4680
H -0.32 -1.25 -3.52 0.2014
H 1.85 -4.27 -0.82 0.2027
H -0.97 -1.70 -1.50 0.2653
H -1.07 3.38 1.63 0.4829
H -0.27 -2.77 -4.13 0.1894
H -2.45 -0.69 0.68 0.5094
H 0.79 0.38 -0.72 0.1318
H -1.39 0.85 0.65 0.5077
H 3.03 3.62 1.65 0.4565
H -0.72 3.91 3.03 0.4846
H 3.60 -1.65 2.51 0.4589
H 0.37 3.64 0.57 0.5122
```

Its charge is -1. As for the spin multiplicity: 1. The value obtained for the HOMO-LUMO gap is 0.31881 Eh.



Respective energy relative to the best compared isomer or geometry (same formula, charge and spin) values: 94.0; 205.8; 198.9; 608.2 kJ/mol.